Density functional theory data (ωB97M-V with the def2-TZVPD basis set) for a molecular structure, C42H37ClN2O8SbY.

Structure (ORCA input):
```
! RIJCOSX wB97M-V def2-TZVPD def2/J DEFGRID3
* xyz 0 1
Y 0.117 -0.316 0.098
O 4.531 -6.245 -0.542
C 3.187 -6.389 -0.132
C 2.533 -5.038 -0.066
C 1.176 -4.934 0.216
C 0.601 -3.682 0.274
N 1.293 -2.558 0.076
C 2.597 -2.651 -0.198
C 3.250 -3.873 -0.281
C 3.310 -1.362 -0.421
C 4.689 -1.268 -0.309
C 5.307 -0.043 -0.499
C 6.800 0.113 -0.334
O 7.504 -1.110 -0.355
C 4.509 1.051 -0.804
C 3.143 0.875 -0.884
N 2.542 -0.302 -0.701
H 4.964 -7.102 -0.500
H 3.121 -6.851 0.859
H 2.623 -7.018 -0.830
H 0.567 -5.813 0.384
H -0.453 -3.560 0.483
H 4.298 -3.933 -0.525
H 5.288 -2.125 -0.042
H 6.989 0.563 0.643
H 7.179 0.811 -1.086
H 7.604 -1.401 -1.266
H 4.932 2.035 -0.961
H 2.496 1.717 -1.094
Cl -7.020 -2.885 -0.140
C -5.345 -2.481 -0.381
C -4.812 -2.494 -1.679
C -3.503 -2.160 -1.901
C -2.647 -1.769 -0.842
O -1.435 -1.387 -1.083
C -3.187 -1.837 0.475
C -2.378 -1.675 1.649
O -1.163 -1.462 1.689
C -4.541 -2.175 0.678
H -5.454 -2.769 -2.506
H -3.094 -2.167 -2.902
H -2.904 -1.807 2.607
H -4.935 -2.197 1.687
O -1.492 2.745 2.522
C -0.811 1.925 1.960
O -1.121 1.310 0.842
C 0.601 1.496 2.521
O 1.038 1.978 3.535
O 1.200 0.613 1.760
C -2.201 3.812 -4.827
C -0.723 3.533 -4.925
C -0.092 3.889 -6.121
C 1.260 3.690 -6.327
C 2.024 3.112 -5.324
C 1.410 2.746 -4.139
C 0.045 2.952 -3.909
Sb -0.484 2.288 -1.921
C -2.602 2.211 -1.781
C -3.231 2.875 -0.733
C -4.592 2.713 -0.518
C -5.323 1.875 -1.346
C -4.693 1.197 -2.380
C -3.328 1.344 -2.607
C -2.653 0.568 -3.706
C 0.038 4.035 -0.813
C 0.932 3.814 0.232
C 1.350 4.840 1.066
C 0.878 6.121 0.839
C 0.001 6.357 -0.209
C -0.433 5.334 -1.047
C -1.376 5.659 -2.170
H -2.396 4.876 -4.978
H -2.623 3.527 -3.869
H -2.743 3.272 -5.608
H -0.692 4.340 -6.905
H 1.714 3.983 -7.265
H 3.084 2.943 -5.465
H 2.018 2.280 -3.369
H -2.655 3.492 -0.052
H -5.069 3.226 0.306
H -6.385 1.737 -1.182
H -5.264 0.530 -3.015
H -3.376 -0.020 -4.270
H -1.910 -0.120 -3.290
H -2.135 1.223 -4.409
H 1.292 2.812 0.437
H 2.007 4.623 1.898
H 1.179 6.936 1.485
H -0.370 7.362 -0.378
H -1.757 6.675 -2.072
H -2.229 4.981 -2.187
H -0.868 5.581 -3.134
*
```

Calculated values
Frontier orbital gap   7.26 eV
Relative energy (zero: lowest compared OMol25 entry of this formula, charge and spin)   3.72 kJ/mol



Density functional theory data (ωB97M-V with the def2-TZVPD basis set) for a molecular structure, C42H38Br2CoIN4PS2 in a non-equilibrium geometry.

Structure (ORCA input):
```
! RIJCOSX wB97M-V def2-TZVPD def2/J DEFGRID3
* xyz 0 4
Co -0.520 0.407 0.322
I 3.308 -1.020 0.160
C 3.354 -2.801 -0.975
C 4.018 -3.834 -0.373
C 4.381 -4.977 -1.101
C 4.137 -5.017 -2.439
C 3.427 -3.977 -3.082
C 3.240 -4.040 -4.477
C 2.573 -3.050 -5.133
C 1.961 -2.031 -4.394
C 2.079 -1.927 -3.025
P 0.811 -0.761 -2.243
C -0.580 -1.706 -3.015
C -0.878 -2.916 -2.388
C -1.871 -3.743 -2.879
C -2.587 -3.371 -4.008
C -2.289 -2.179 -4.646
C -1.290 -1.350 -4.154
C 1.059 0.668 -3.380
C -0.004 1.503 -3.721
C 0.195 2.607 -4.538
C 1.464 2.901 -5.014
C 2.537 2.106 -4.641
C 2.341 1.003 -3.825
C 2.922 -2.858 -2.336
H 4.310 -3.757 0.665
H 4.909 -5.778 -0.603
H 4.497 -5.841 -3.041
H 3.643 -4.887 -5.018
H 2.461 -3.068 -6.209
H 1.344 -1.325 -4.930
H -0.318 -3.214 -1.509
H -2.085 -4.683 -2.387
H -3.371 -4.010 -4.395
H -2.831 -1.888 -5.537
H -1.076 -0.429 -4.676
H -0.989 1.307 -3.332
H -0.646 3.234 -4.803
H 1.615 3.752 -5.666
H 3.533 2.343 -4.996
H 3.189 0.392 -3.540
Br -1.627 2.633 6.541
C -1.503 2.150 4.709
C -2.463 1.316 4.155
C -2.281 0.928 2.840
N -1.264 1.332 2.095
C -0.365 2.175 2.621
C -0.449 2.598 3.946
C 0.682 2.606 1.697
C 1.397 3.788 1.874
C 2.322 4.162 0.927
Br 3.317 5.757 1.135
C 2.502 3.380 -0.206
C 1.738 2.239 -0.315
N 0.868 1.824 0.609
H -3.309 0.970 4.730
H -2.990 0.262 2.359
H 0.313 3.235 4.371
H 1.205 4.415 2.732
H 3.207 3.651 -0.976
H 1.840 1.620 -1.193
S -2.019 -1.271 0.105
C -3.405 -0.538 -0.644
C -4.577 -1.287 -0.802
C -5.708 -0.718 -1.353
C -5.682 0.608 -1.776
C -4.529 1.356 -1.643
C -3.376 0.804 -1.071
S -1.946 1.788 -0.913
H -4.573 -2.318 -0.471
H -6.618 -1.299 -1.439
H -6.568 1.058 -2.207
H -4.495 2.387 -1.971
C 1.801 -2.751 3.954
C 0.925 -1.553 4.343
C -0.482 -2.008 4.732
C 1.558 -0.803 5.513
N 0.800 -0.568 3.251
N 0.242 -1.045 2.033
H 1.955 -3.412 4.808
H 2.777 -2.404 3.607
H 1.342 -3.339 3.158
H -0.457 -2.593 5.652
H -0.933 -2.631 3.958
H -1.113 -1.133 4.887
H 1.625 -1.451 6.386
H 0.950 0.065 5.773
H 2.563 -0.460 5.257
H 1.708 -0.165 3.041
H -0.690 -1.394 2.239
H 0.775 -1.826 1.648
*
```

Calculated values
Frontier orbital gap (spin up / spin down)   5.35 / 5.43 eV



Number 2 is which compound? C42H38Br2CoIN4PS2



Number 2 is which compound? C42H38Br2CoIN4PS2